Entry from OMol25: a molecular structure, C16H13BrN4O2SbSe4V in a non-equilibrium geometry (ωB97M-V/def2-TZVPD).

Atoms and positions in Å:
V1 0.9000 -0.2807 -1.2404
Se1 -2.5656 -5.0184 0.2017
Sb1 -1.9337 -4.4316 -1.9786
Se2 -0.5120 -1.9809 -1.9492
Se3 0.5549 -4.0883 -2.3455
Se4 -3.2156 -4.4127 -3.9395
C1 0.1633 -3.3361 3.5155
C2 0.4969 -3.6287 2.2009
C3 0.7414 -2.6080 1.3005
C4 0.6433 -1.2742 1.7061
C5 0.3376 -0.9777 3.0367
C6 0.0949 -2.0099 3.9260
N1 0.8852 -0.2591 0.7645
N2 0.9009 0.9634 1.2803
C7 1.3730 1.9001 0.4400
C8 1.4878 3.2344 0.8975
C9 2.1321 4.1451 0.1097
C10 2.6491 3.7434 -1.1382
C11 2.4170 2.4607 -1.5581
N3 1.7528 1.5583 -0.8151
H1 -0.0337 -4.1344 4.2185
H2 0.5582 -4.6547 1.8629
H3 1.0345 -2.8487 0.2931
H4 0.2931 0.0536 3.3574
H5 -0.1446 -1.7753 4.9553
H6 1.0919 3.4793 1.8720
H7 2.2548 5.1668 0.4442
H8 3.2020 4.4273 -1.7645
H9 2.7503 2.1141 -2.5286
Br1 -0.0989 1.2315 -3.5518
C12 -1.3597 1.4530 -2.1598
C13 -2.4822 2.2396 -2.3059
C14 -3.3699 2.2579 -1.2399
C15 -3.1052 1.5022 -0.1066
C16 -1.9431 0.7574 -0.0554
N4 -1.0766 0.7453 -1.0754
H10 -2.6561 2.7976 -3.2131
H11 -4.2714 2.8522 -1.3024
H12 -3.7895 1.4849 0.7286
H13 -1.6764 0.1524 0.8006
O1 2.2856 -1.1292 -1.6537
O2 3.2334 -1.8719 -1.9907

Calculated values
spin multiplicity: 1
charge: 0
electronic energy: -390507.473 eV
E_LUMO (spin up / spin down): -1.8423 / -1.8531 eV
HOMO (spin up / spin down): -7.0 / -7.0 eV
orbital gap (spin up / spin down): 0.1907 / 0.1904 Ha